# 1
Entry from OMol25: a molecular structure, Ag2H24O16P at a distorted geometry (ωB97M-V with the def2-TZVPD basis set).

```
43
Properties=species:S:1:pos:R:3:forces:R:3
Ag 1.804372 1.530721 0.928605 1.97 2.84 2.85
Ag -0.056628 -1.617279 1.221605 0.10 -2.94 3.14
P -0.662628 0.882721 -0.158395 -9.07 5.66 1.87
O -0.414628 0.673721 1.311605 -3.91 3.54 7.86
O 0.542372 -0.021279 -0.120395 14.04 -11.42 1.29
O 0.463372 1.484721 -0.893395 3.61 11.90 -7.48
O -0.933628 -0.512279 -0.528395 -9.16 -5.38 -3.77
O -3.007628 -1.675279 -0.199395 -0.13 1.79 1.58
H -2.139628 -1.220279 -0.382395 -1.69 -0.11 0.31
H -2.961628 -2.350279 -0.815395 -0.31 -2.34 -2.16
O -1.756628 -0.552279 2.918605 -0.61 -0.77 1.69
H -1.279628 0.034721 2.289605 -0.58 0.40 0.25
H -1.616628 -0.212279 3.827605 0.06 -0.22 -0.97
O 1.291372 0.313721 3.081605 -0.79 1.94 1.06
H 1.736372 -0.464279 2.834605 1.07 -1.50 -0.65
H 0.558372 0.469721 2.421605 0.68 -0.51 0.86
O 2.836372 1.736721 -1.189395 1.04 -1.16 0.15
H 1.845372 1.537721 -1.083395 0.96 0.23 -1.34
H 3.200372 0.836721 -1.358395 -0.26 0.87 -0.23
O 0.272372 1.557721 -3.342395 0.24 -0.06 -0.72
H -0.509628 1.034721 -3.518395 -0.38 -0.30 -0.33
H 0.310372 1.546721 -2.365395 -0.09 0.41 -0.60
O -0.333628 -2.844279 -0.826395 -0.10 -0.24 0.56
H -0.350628 -1.840279 -0.729395 0.56 -2.54 -1.75
H 0.513372 -3.145279 -1.168395 0.10 0.50 -0.14
O 2.614372 -0.716279 0.861605 -1.31 -1.99 1.09
H 1.760372 -0.448279 0.364605 1.65 -0.86 0.47
H 3.320372 -0.222279 0.535605 2.11 0.87 -1.04
O -0.864628 2.468721 2.969605 -0.45 2.11 2.00
H -1.808628 2.645721 3.105605 0.55 -0.33 -0.36
H -0.738628 1.722721 2.398605 -0.57 -0.45 -0.96
O 1.504372 -0.925279 -1.996395 0.44 -0.03 -0.54
H 1.052372 -0.448279 -1.194395 0.84 -1.25 -1.33
H 1.328372 -0.220279 -2.621395 0.20 0.09 -1.13
O 0.731372 3.928721 -1.047395 -0.09 -0.74 0.83
H 0.700372 2.905721 -1.016395 -0.65 2.06 -0.13
H 1.198372 4.088721 -1.853395 0.46 0.34 -0.80
O -1.402628 -1.136279 -2.887395 -0.30 -0.44 -2.04
H -1.177628 -0.822279 -2.026395 -0.22 0.49 0.40
H -0.590628 -1.607279 -3.097395 0.04 -0.17 -0.32
O -2.298628 -3.199279 1.798605 1.03 -1.40 0.85
H -2.358628 -2.627279 1.040605 -0.88 0.53 -1.16
H -2.321628 -2.572279 2.509605 -0.19 0.60 0.85
```
Positions in Å, forces in eV/Å.

Results
Energy above the lowest of the compared OMol25 structures with the same formula, charge and spin   0.0 kJ/mol
Electronic energy   -1853.0491 a.u.
Charge   -1
LUMO   1.07 eV
HOMO-LUMO gap   5.84 eV

What are the Mulliken partial charges on each atom? They are as follows, in elementary charge units:
1. Ag 0.4244
2. Ag 0.2868
3. P -1.9061
4. O -0.0252
5. O 0.6089
6. O -0.4214
7. O -0.2463
8. O -0.7931
9. H 0.6238
10. H 0.3278
11. O -0.6721
12. H 0.5395
13. H 0.2533
14. O -0.6858
15. H 0.4146
16. H 0.5181
17. O -0.7325
18. H 0.4839
19. H 0.4026
20. O -0.7527
21. H 0.3997
22. H 0.2322
23. O -0.6793
24. H 0.4738
25. H 0.3418
26. O -0.6998
27. H 0.2241
28. H 0.2874
29. O -0.7003
30. H 0.2916
31. H 0.4450
32. O -0.7808
33. H -0.0671
34. H 0.5466
35. O -0.7233
36. H 0.4574
37. H 0.3178
38. O -0.7419
39. H 0.3799
40. H 0.3262
41. O -0.7311
42. H 0.4010
43. H 0.3504



# 2
Entry from OMol25: a molecular structure, AgF2P at a distorted geometry (ωB97M-V with the def2-TZVPD basis set).

```
4
Properties=species:S:1:pos:R:3:forces:R:3
F 1.710028 -0.889717 0.193669 -0.91 2.56 0.30
P 1.193326 0.626164 0.382389 0.00 -2.73 -0.45
F -1.861302 -0.218824 0.466761 -0.31 -0.63 1.71
Ag -1.042052 0.482376 -1.042818 1.22 0.80 -1.56
```
Positions in Å, forces in eV/Å.

Results
Electronic energy   -687.6214 a.u.
Expectation value of S²   0.79
Charge   +1
LUMO (alpha / beta)   -9.11 / -8.80 eV
HOMO-LUMO gap (alpha / beta)   6.61 / 8.03 eV
2S+1   2

What are the Mulliken partial charges on each atom? They are as follows, in elementary charge units:
1. F -0.1007
2. P 0.8281
3. F -0.6187
4. Ag 0.8913



# 3
Entry from OMol25: a molecular structure, AgLiNa6O28S7 at a distorted geometry (ωB97M-V with the def2-TZVPD basis set).

```
43
Properties=species:S:1:pos:R:3:forces:R:3
Na 1.680112 0.534358 -0.964323 -0.71 -0.03 0.18
Na 4.480154 0.868642 -2.743900 0.48 -0.04 -0.14
Na -0.390342 2.469636 -2.631734 -0.08 -0.12 -0.02
Na -0.089771 1.235638 2.045214 -0.11 0.14 -0.74
Na 1.642518 0.543681 5.045269 -0.36 0.08 -0.20
Na -4.345745 1.266470 5.172239 -0.19 0.43 -0.48
Ag -4.096602 0.768585 1.838134 2.14 -0.55 -1.15
Li 5.132423 -0.467099 0.281809 0.29 -0.73 -0.50
S -6.412734 1.480663 3.022470 3.45 2.91 -0.72
O -7.737090 1.050933 3.254919 -3.01 -1.20 -0.51
O -5.422835 0.421892 3.480465 -0.56 -1.16 0.38
O -5.990218 1.818577 1.566199 -2.63 -0.27 2.58
O -6.108415 2.636054 3.920790 0.05 0.12 -0.12
S 6.790069 -0.905148 -1.430183 -0.15 -0.41 0.04
O 7.576346 -2.133487 -1.766841 -0.40 1.93 0.64
O 5.301748 -1.283138 -1.523347 0.55 1.16 0.17
O 6.959408 -0.425159 0.034928 0.34 -0.83 -2.31
O 7.035490 0.248101 -2.378550 -0.31 -1.21 0.99
S -3.563661 -7.778278 -5.862927 0.47 -0.28 1.66
O -3.207622 -6.758330 -6.885399 -0.06 0.78 -0.91
O -4.236600 -7.186911 -4.717228 0.60 -0.22 -0.15
O -4.553870 -8.524522 -6.667216 -0.73 -0.62 -1.08
O -2.386975 -8.590741 -5.584009 -0.39 0.10 0.33
S -0.854938 1.735175 5.468175 2.32 -2.01 0.93
O -2.260573 1.344676 5.300913 -0.18 -0.43 0.96
O -0.675789 3.078002 5.918103 -0.41 2.26 0.15
O -0.043246 0.896464 6.553419 -1.65 0.30 -2.50
O -0.217842 1.506275 4.119028 0.16 -0.03 1.40
S -1.884122 1.389534 -0.507596 -2.47 -2.71 0.88
O -2.670181 1.780481 -1.704036 0.50 0.18 0.47
O -1.582032 2.514482 0.351544 1.21 1.48 0.36
O -2.597120 0.381559 0.413625 0.37 0.56 -1.23
O -0.709827 0.626050 -0.959967 1.58 0.55 -0.42
S 2.286247 2.404350 -3.945728 0.65 1.38 -0.75
O 1.696136 1.722179 -2.754564 1.16 -1.47 0.76
O 2.420682 1.436927 -5.083979 -0.20 1.29 1.35
O 1.271064 3.494656 -4.126484 0.64 -0.17 -1.08
O 3.666395 2.987192 -3.606199 -1.94 -1.38 -0.27
S 2.807556 0.293050 1.646081 0.38 -1.56 -0.94
O 2.299448 0.043043 3.065571 0.88 0.48 -2.33
O 2.353470 1.599858 1.095047 -0.69 -0.45 0.83
O 4.305515 0.272179 1.566627 -1.26 0.49 1.72
O 2.333368 -0.796548 0.683644 0.25 1.24 1.80
```
Positions in Å, forces in eV/Å.

Results
Electronic energy   -6022.8890 a.u.
Expectation value of S²   0.76
Charge   -5
LUMO (alpha / beta)   6.35 / 6.33 eV
HOMO-LUMO gap (alpha / beta)   4.42 / 4.40 eV
2S+1   2

What are the Mulliken partial charges on each atom? They are as follows, in elementary charge units:
1. Na 1.1452
2. Na 0.6881
3. Na 0.7473
4. Na 0.9138
5. Na 1.0092
6. Na 1.0906
7. Ag 0.3922
8. Li 1.0711
9. S 1.5460
10. O -0.6879
11. O -1.0241
12. O -0.7834
13. O -0.8163
14. S 1.3525
15. O -0.7274
16. O -0.9318
17. O -0.8551
18. O -0.7610
19. S 1.2898
20. O -0.4749
21. O -0.6252
22. O -0.5364
23. O -0.6534
24. S 1.0717
25. O -0.7548
26. O -0.6918
27. O -0.9287
28. O -0.8752
29. S 1.3880
30. O -0.7199
31. O -0.7080
32. O -0.6254
33. O -0.5927
34. S 1.2023
35. O -0.8053
36. O -0.6961
37. O -0.8309
38. O -0.7930
39. S 1.2709
40. O -0.7726
41. O -0.7697
42. O -0.8994
43. O -0.8380



# 4
Entry from OMol25: a molecular structure, AlBH16O6 at a distorted geometry (ωB97M-V with the def2-TZVPD basis set).

```
24
Properties=species:S:1:pos:R:3:forces:R:3
Al 0.158483 0.354699 0.478813 -0.44 -0.71 -0.45
B -2.449816 -1.605196 0.315066 4.44 1.16 -1.67
H -2.190227 -0.822657 1.011115 -0.35 3.44 3.59
H -2.360538 -1.364896 -0.733042 -0.82 1.12 -4.03
H -1.717977 -2.389203 0.433297 2.31 -3.51 0.82
H -3.391646 -2.096507 0.504278 -4.93 -1.73 1.42
O 2.454410 -1.515279 0.527816 -0.24 0.40 0.06
H 2.299328 -2.349377 0.084557 -0.35 -0.28 -0.17
H 3.347946 -1.584659 0.863994 0.29 0.10 0.18
O 2.006733 0.545240 -1.782173 -0.47 0.06 0.30
H 2.656748 -0.030090 -2.185545 0.23 -0.29 0.06
H 2.166233 1.402120 -2.177828 0.01 0.37 -0.05
O 1.476169 0.683070 3.131964 -0.24 -0.04 -0.54
H 1.328664 1.218139 3.911818 -0.17 0.24 0.22
H 2.294216 0.219189 3.310404 0.24 -0.23 -0.01
O 0.063360 2.949973 -1.009497 0.27 -0.51 0.08
H -0.092560 2.999956 -1.952587 -0.07 -0.04 -0.33
H -0.100847 3.837835 -0.691718 -0.09 0.26 0.28
O -2.365352 1.911569 0.414337 0.47 0.01 0.11
H -2.797401 2.027818 -0.431855 -0.07 -0.01 -0.32
H -3.057389 2.057868 1.059244 -0.21 -0.06 0.31
O 0.164750 -1.925509 -1.383177 0.47 0.30 0.22
H -0.539801 -2.564651 -1.489677 -0.48 -0.17 0.23
H 0.646514 -1.959452 -2.209605 0.18 0.14 -0.30
```
Positions in Å, forces in eV/Å.

Results
Electronic energy   -727.8771 a.u.
Expectation value of S²   0.76
Charge   +1
LUMO (alpha / beta)   -2.94 / -7.86 eV
HOMO-LUMO gap (alpha / beta)   10.51 / 5.06 eV
2S+1   2

What are the Mulliken partial charges on each atom? They are as follows, in elementary charge units:
1. Al 0.9320
2. B 0.0999
3. H -0.1867
4. H -0.1447
5. H -0.1250
6. H 0.1557
7. O -0.5252
8. H 0.2939
9. H 0.2776
10. O -0.4895
11. H 0.2823
12. H 0.2596
13. O -0.5397
14. H 0.2978
15. H 0.2944
16. O -0.5502
17. H 0.3070
18. H 0.2826
19. O -0.5239
20. H 0.3034
21. H 0.2799
22. O -0.5159
23. H 0.2698
24. H 0.2647